Molecular formula: C36H35GeIN4O5Se2Ti
Method: DFT, wB97M-V/def2-TZVPD

Computed properties:
Orbital gap = 5.59 eV
Energy relative to the best compared isomer or geometry (same formula, charge and spin) = 0.205 eV
Charge = -2
LUMO = 3.869 eV
Highest occupied orbital energy = -1.7 eV

The geometry in XYZ format:
```
85
Properties=species:S:1:pos:R:3:forces:R:3:mulliken_charge:R:1
I 1.64186 1.31928 -3.23722 -0.01 0.00 -0.03 -0.111
Se -0.56252 0.82298 2.70345 0.01 0.08 -0.02 -0.326
Se -4.41451 -0.98708 1.00851 -0.11 -0.03 -0.04 -0.501
Ge -3.55852 2.55690 -4.06126 0.00 0.02 0.02 2.102
Ti 0.65969 0.87450 0.22929 -0.33 -0.19 -0.04 0.255
O 4.27652 -0.44605 1.52805 0.00 0.00 -0.02 -0.781
O -0.46429 2.23593 -0.79464 -0.20 0.11 0.04 -0.023
O 1.00784 -2.85700 -1.56525 0.00 0.01 0.00 -0.764
O -2.09077 1.45574 -2.12934 -0.04 0.00 0.17 -0.879
O 2.33869 0.63508 1.26731 -0.04 0.09 0.18 -0.338
N 0.76550 2.81036 1.46496 0.24 0.06 -0.01 0.398
N 1.31732 -0.92349 -0.36528 0.07 0.05 0.09 0.625
N -2.01605 -2.06165 1.96237 0.01 -0.05 0.00 -0.211
N -1.08204 -0.33929 -0.19476 -0.04 -0.05 -0.08 1.050
C -4.23184 4.59130 -7.77008 0.02 -0.01 0.01 -0.701
C -4.41481 3.40777 -5.65339 -0.07 -0.03 0.03 -0.397
C -1.74770 -3.75140 3.63934 -0.02 0.00 0.00 -0.853
C -1.89188 -1.19901 -5.11388 -0.02 0.00 -0.02 -0.443
C -5.14028 1.67835 -1.74740 -0.02 0.01 0.01 0.088
C -1.97869 3.67778 -3.71753 -0.04 0.08 -0.05 -1.349
C 0.58577 -1.81111 -1.08531 0.00 0.02 -0.03 0.073
C -1.59100 3.75352 -2.24436 0.00 -0.03 0.02 -1.207
C -5.79206 3.32359 -5.87127 0.01 0.02 -0.02 -0.076
C 3.18291 -0.31518 1.00474 0.04 -0.20 -0.11 0.532
C 0.17841 2.53940 2.63953 0.00 0.00 -0.07 0.267
C -3.00033 -1.92499 -5.53022 0.01 0.00 0.02 -0.496
C -0.84179 -1.34178 -1.23278 0.04 -0.04 -0.03 0.794
C -1.38001 2.35917 -1.67938 0.17 -0.03 -0.12 0.397
C -6.38284 3.85953 -7.00819 0.00 0.00 -0.01 -0.776
C -4.25491 -1.33367 -5.51497 -0.01 0.01 0.00 -0.753
C -4.39667 -0.01946 -5.08718 -0.01 -0.03 -0.03 -0.133
C 1.25245 4.02317 1.21709 0.01 -0.04 0.06 -0.292
C -3.29525 0.71836 -4.66178 0.01 0.01 -0.02 0.052
C 1.20937 5.04439 2.14354 0.02 0.01 -0.02 -0.983
C -1.25201 -2.85057 2.71817 -0.02 0.02 0.03 -0.324
C -5.69356 3.86238 -2.57032 -0.01 0.01 0.02 -0.182
C -3.65175 4.04988 -6.62866 0.02 0.01 -0.01 -0.456
C -3.13637 -3.82547 3.77038 0.02 -0.02 -0.01 -0.131
C -4.92544 2.70151 -2.67055 0.05 -0.02 0.00 0.111
C -5.60250 4.49790 -7.96279 -0.01 0.00 0.00 -0.377
C -3.93537 -3.01942 2.99598 -0.01 0.04 -0.01 -0.658
C 2.11700 1.70240 -1.16628 0.03 0.00 -0.06 -0.864
C -6.86086 2.96829 -0.66974 0.00 -0.01 0.01 -0.471
C 0.63213 4.77200 3.38423 -0.03 0.02 0.03 -0.055
C -2.04190 0.11129 -4.68151 0.02 -0.01 -0.02 -0.168
C -3.35784 -2.11483 2.07379 0.08 -0.04 0.02 -0.053
C 0.11188 3.52504 3.63799 0.00 -0.04 0.01 -0.791
C -6.10587 1.80694 -0.75563 0.03 -0.02 0.00 -0.741
C -6.65274 4.00008 -1.57535 0.00 0.01 -0.02 -0.746
C 2.68229 -1.27738 -0.06979 0.09 0.10 0.11 -0.751
H -2.57665 4.13047 -6.50171 0.00 0.00 0.01 0.314
H -0.91214 -1.66071 -5.09601 0.01 0.00 0.00 0.415
H -1.07976 -4.36274 4.23125 0.00 0.00 0.00 0.370
H 1.68756 4.16939 0.23658 -0.01 0.02 0.01 0.316
H -0.96930 -0.88594 -2.21690 0.00 -0.01 0.01 -0.859
H -0.69056 4.35066 -2.09171 0.00 -0.04 0.03 0.385
H -5.12683 -1.89887 -5.82300 0.00 0.00 0.00 0.372
H -1.17559 0.65099 -4.31777 -0.02 -0.02 -0.01 -0.092
H 0.58215 5.54403 4.14416 0.00 0.01 -0.01 0.342
H -5.38647 0.42628 -5.07380 0.00 0.00 0.00 0.285
H -2.39495 4.20738 -1.65505 -0.01 0.04 -0.01 0.365
H -5.54696 4.67084 -3.27998 0.00 0.00 0.00 0.409
H -2.20822 4.67754 -4.09619 0.00 0.00 -0.03 0.451
H -3.58531 -4.51583 4.47772 0.00 0.00 0.00 0.334
H 2.17823 2.78820 -1.11846 0.00 -0.01 -0.02 0.308
H -0.36225 3.28719 4.58014 0.00 -0.01 0.00 0.406
H -6.05979 4.91799 -8.85096 0.00 0.00 0.00 0.359
H -2.88741 -2.95506 -5.84646 0.00 0.00 0.00 0.357
H -1.38342 -0.84999 0.65204 0.06 0.03 0.08 0.185
H -7.23455 4.91261 -1.50664 0.00 0.00 0.00 0.358
H -5.01346 -3.05224 3.07293 0.00 0.00 0.00 0.340
H -3.61176 5.08412 -8.51026 0.00 0.00 0.00 0.382
H -4.53581 0.78007 -1.77445 0.01 -0.02 -0.01 0.246
H -1.13304 3.29709 -4.29825 -0.01 -0.01 0.00 0.590
H -1.87818 0.23109 -0.46457 -0.06 0.06 -0.01 -0.274
H -6.41959 2.83779 -5.13171 -0.01 0.01 0.01 0.331
H -1.52872 -2.18564 -1.14994 0.00 0.00 0.00 0.395
H 1.61425 6.01831 1.90580 0.00 0.00 0.00 0.410
H -0.18033 -2.73620 2.57802 -0.01 -0.01 -0.01 0.407
H -7.45480 3.77940 -7.14860 0.00 0.00 0.00 0.380
H -6.24045 1.00436 -0.04038 0.01 0.01 0.00 0.259
H 3.33528 -1.19817 -0.94733 0.00 0.01 0.00 0.299
H 2.76591 -2.30574 0.28822 0.00 -0.01 -0.01 0.398
H 3.11863 1.29088 -1.06452 0.00 0.01 0.01 0.491
H -7.60240 3.07400 0.11357 0.00 0.00 0.00 0.377
```
Positions in Å, forces in eV/Å.

***

Molecular formula: C30H52P2Re
Method: DFT, wB97M-V/def2-TZVPD

Computed properties:
2S+1 = 4
Orbital gap (spin up / spin down) = 9.33 / 5.81 eV
Energy relative to the best compared isomer or geometry (same formula, charge and spin) = 0.000 eV
Charge = +2
LUMO (spin up / spin down) = -4.432 / -7.957 eV
Highest occupied orbital energy (spin up / spin down) = -13.8 / -13.8 eV

The geometry in XYZ format:
```
85
Properties=species:S:1:pos:R:3:forces:R:3:mulliken_spin:R:1
Re 0.05893 0.36375 0.04607 -5.62 2.54 -4.49 2.557
P -2.42742 0.81410 0.31902 1.25 0.02 -0.32 -0.041
P 0.00012 2.38108 -1.27964 -0.51 -0.22 0.62 -0.137
C -0.72197 -0.41866 -1.68170 0.20 -0.16 0.43 0.189
C -0.57521 -1.00828 2.96620 -0.25 -0.06 0.25 0.019
C -2.74216 -2.14982 -4.06102 -0.34 0.14 -0.02 0.018
C 0.93295 3.51009 -0.22034 0.16 0.67 -0.18 0.029
C 2.11807 0.07991 0.54663 0.92 -0.62 0.82 0.004
C -1.62865 7.13485 0.64877 0.31 0.37 -0.05 0.000
C -1.06366 5.79684 -2.01900 0.95 0.67 -0.09 0.002
C -0.24348 -2.85607 0.36924 -0.29 -0.11 -0.21 -0.020
C -2.85460 1.98660 -1.04309 -0.05 -0.56 0.24 0.010
C 2.13814 -1.69679 -1.36820 -0.11 -0.09 -0.47 -0.001
C 0.61900 2.30552 -2.95513 0.48 0.16 -0.33 0.015
C -1.04481 -1.22538 -2.54975 0.26 0.00 -0.09 0.028
C -1.28742 -2.23016 -3.60688 -0.20 0.05 -0.03 0.020
C 1.59648 1.32302 2.78374 -0.01 0.19 0.26 -0.043
C -1.00604 -3.64552 -3.09659 0.14 -0.18 0.29 0.015
C 0.52876 -1.61789 0.68555 1.15 -1.38 0.66 -0.041
C -2.15223 5.73118 0.82535 -0.61 -0.13 -0.06 -0.001
C -0.34877 7.36595 -0.19774 0.15 0.31 0.29 0.001
C -3.58051 5.74520 -1.24797 -0.39 0.20 -0.28 0.001
C 1.60640 -1.08820 -0.11262 0.96 -1.26 0.54 -0.072
C -3.41512 -0.67486 0.05363 -0.35 0.00 0.16 -0.006
C -3.15192 5.21306 0.09038 0.21 0.48 0.57 0.001
C -2.84464 1.58933 1.89637 -0.45 0.05 0.13 -0.007
C 3.26069 0.90897 0.06041 0.22 0.16 -0.13 0.005
C -1.74098 2.96490 -1.37746 0.31 0.22 -0.12 0.039
C -2.45119 6.36126 -2.12669 -0.53 -0.06 0.09 -0.002
C -0.35430 -1.92378 -4.77710 0.32 0.28 -0.14 0.023
C 1.37528 0.25625 1.76905 0.95 -0.40 0.66 0.411
C 0.38646 -0.78563 1.84582 0.52 -0.62 0.60 -0.065
C -0.09792 6.35126 -1.26403 -0.43 0.10 -1.05 0.002
H -1.07327 -2.99057 1.07048 0.21 -0.08 -0.08 0.001
H -0.80035 5.02223 -2.74974 0.12 0.52 0.13 0.000
H -4.47338 -0.39069 -0.01391 0.15 -0.22 0.06 -0.001
H 0.53064 7.40527 0.46647 -0.28 -0.02 -0.25 0.000
H 1.69760 2.11017 -2.91700 -0.17 0.06 -0.19 -0.001
H 3.18715 1.08306 -1.01935 0.07 0.02 0.20 -0.007
H -2.98079 -1.14262 -4.41452 -0.04 -0.13 -0.04 -0.003
H 0.77240 3.29255 0.84433 -0.03 -0.14 -0.34 -0.015
H -0.52100 -0.90527 -5.14174 0.03 -0.15 -0.07 -0.005
H -1.16782 -4.35941 -3.91303 0.03 0.16 0.18 0.001
H 0.60899 4.53428 -0.39985 0.16 -0.06 0.06 0.057
H -0.53344 -2.62755 -5.59724 0.02 0.12 0.16 0.003
H 0.02943 -3.74732 -2.75082 -0.15 -0.03 -0.09 -0.002
H 2.11643 2.17844 2.34860 -0.07 -0.06 0.13 0.001
H -2.91393 -2.86176 -4.87673 0.00 0.15 0.18 0.002
H -3.76084 4.38841 0.47629 0.55 -0.10 -0.10 0.000
H 0.69221 -2.00919 -4.46248 -0.12 -0.01 -0.14 -0.003
H -2.07974 2.32687 2.17391 -0.22 -0.16 -0.13 -0.008
H -0.74472 -0.08168 3.52367 0.01 -0.21 -0.04 -0.006
H -1.54220 -1.37630 2.59908 0.24 0.07 0.13 -0.001
H 0.95484 6.18340 -1.50879 -0.27 -0.37 0.19 0.000
H -4.33985 6.54012 -1.12191 0.12 -0.42 -0.04 0.000
H 3.28399 1.87211 0.57378 0.10 -0.13 -0.12 -0.004
H -0.66711 -2.78811 -0.63968 0.18 -0.10 0.32 0.004
H -2.42018 7.44361 -1.92998 0.13 -0.38 -0.15 0.000
H -0.43119 8.37396 -0.64451 0.17 -0.31 0.13 0.000
H 1.35135 -1.72640 -2.13250 0.31 -0.09 0.19 0.002
H -1.77331 5.18743 1.69785 -0.40 0.18 -0.04 -0.001
H -1.73040 3.82432 -0.70064 -0.22 -0.15 -0.07 -0.013
H -3.08065 1.38185 -1.92993 -0.04 -0.06 0.29 0.003
H 0.43101 3.25398 -3.47468 0.14 -0.23 0.07 0.001
H 2.96689 -1.10522 -1.76723 -0.06 -0.18 0.09 0.000
H 0.64624 1.66280 3.20764 0.17 0.03 -0.01 -0.001
H -1.91010 3.36659 -2.38405 0.06 -0.14 0.26 0.005
H -1.39248 7.50020 1.65894 -0.28 0.06 -0.28 0.000
H 2.47763 -2.72852 -1.20617 0.01 0.30 0.12 0.002
H 2.20997 0.94980 3.61398 -0.10 0.01 -0.17 0.012
H -2.89635 0.81739 2.67668 -0.02 0.26 -0.18 0.003
H 1.99756 3.42313 -0.45749 -0.12 0.02 0.09 0.007
H -2.75568 6.23724 -3.17711 0.02 0.21 0.29 0.000
H 0.40054 -3.74476 0.39837 -0.10 0.22 0.13 0.006
H -2.42163 7.78214 0.24115 0.15 -0.37 0.30 0.000
H -3.77319 2.51144 -0.74212 0.22 -0.03 -0.19 0.002
H -3.26772 -1.37208 0.88907 -0.13 0.17 -0.19 -0.002
H 4.21669 0.40255 0.24308 -0.21 0.06 0.04 0.002
H -4.08073 4.93473 -1.81648 0.17 0.34 0.35 0.000
H -1.67375 -3.91131 -2.26937 0.06 -0.02 -0.16 -0.001
H -3.41564 -2.39606 -3.23231 0.02 0.00 -0.18 -0.004
H -0.18529 -1.75963 3.66674 -0.04 0.20 -0.17 -0.001
H 0.12536 1.47975 -3.48473 0.08 0.24 0.21 0.004
H -3.81780 2.08917 1.80842 0.17 -0.10 0.22 0.000
H -3.09221 -1.15852 -0.87873 -0.12 0.26 0.33 0.011
```
Positions in Å, forces in eV/Å.

***

Molecular formula: C5H12N4O3
Method: DFT, wB97M-V/def2-TZVPD

Computed properties:
Orbital gap = 8.84 eV
Energy relative to the best compared isomer or geometry (same formula, charge and spin) = 7.030 eV
Charge = 0
LUMO = 0.616 eV
Highest occupied orbital energy = -8.2 eV

The geometry in XYZ format:
```
24
Properties=species:S:1:pos:R:3:forces:R:3:mulliken_charge:R:1
O -1.58597 0.09140 1.55560 -0.26 -0.59 0.02 -0.357
O 3.54485 0.58348 1.07838 2.60 -0.33 1.18 -0.701
O 2.78736 -0.53585 -0.80422 1.02 -0.51 -0.67 -0.617
N -0.51501 -1.10676 -0.12927 0.62 0.43 -0.89 0.064
N 1.39057 0.61650 0.66592 -0.63 -0.36 0.20 -0.694
N -1.07908 1.07215 -0.58017 0.41 2.42 1.70 0.018
N 2.52047 0.27660 0.55904 -2.12 1.49 -1.60 1.048
C -0.15767 0.10144 -0.66484 -1.84 -2.66 3.00 -0.437
C -2.08204 0.90325 0.51755 1.37 -0.42 -0.34 -0.558
C -0.52905 2.45133 -0.72210 0.59 1.10 0.10 -0.923
C -1.31626 -1.21279 1.08391 1.00 0.16 -0.24 -0.373
C 0.34730 -2.27728 -0.35090 -1.52 0.16 0.83 -0.966
H 1.16555 -1.95640 -0.96433 0.54 -0.36 -0.20 0.418
H -0.55749 3.19436 0.17405 -0.44 -1.91 -1.02 0.312
H 0.56085 2.33183 -0.87529 -0.63 0.30 -0.37 0.349
H -0.64185 -1.78074 1.79764 -1.21 0.94 -0.22 0.311
H -1.03704 2.97264 -1.55941 0.49 -0.36 0.38 0.321
H 3.76270 -0.54829 -0.99200 -1.16 0.21 0.66 0.278
H -2.21122 -1.81141 0.81447 0.06 0.40 0.56 0.336
H 0.51879 0.03210 -1.43197 1.58 0.35 -1.72 0.815
H 0.65081 -2.65738 0.65398 0.31 0.26 -0.88 0.298
H -0.31391 -3.02819 -0.79754 0.56 -0.20 -0.19 0.316
H -2.88409 0.42150 0.01947 -1.36 -0.41 -0.10 0.409
H -2.33857 1.86652 0.95202 0.01 -0.09 -0.20 0.335
```
Positions in Å, forces in eV/Å.

***

Molecular formula: C15H17F3N2O13P
Method: DFT, wB97M-V/def2-TZVPD

Computed properties:
Orbital gap = 6.84 eV
Charge = +1
LUMO = -6.081 eV
Highest occupied orbital energy = -12.9 eV

The geometry in XYZ format:
```
51
Properties=species:S:1:pos:R:3:forces:R:3:mulliken_charge:R:1
P -4.43748 1.86032 1.64150 -3.57 3.83 -0.94 0.865
F -0.29948 -1.69199 -4.72720 -0.30 0.00 0.14 -0.295
F -1.04752 5.84819 7.08363 0.02 0.02 -0.21 -0.269
F 2.72310 -4.42453 -3.37060 -0.22 -0.10 -0.03 -0.303
O -5.50906 0.53628 1.60982 2.59 2.36 1.56 -0.489
O 0.79784 -2.29000 -6.59617 0.47 -0.33 0.43 -0.308
O 4.21922 -6.22438 0.38882 -0.07 0.63 -1.03 -0.492
O 5.29274 -4.99007 -1.17343 -0.68 -0.12 0.19 -0.304
O 1.42912 -0.37006 -1.86801 -0.81 2.43 4.88 -0.402
O -4.38911 2.51105 3.22923 1.33 -2.73 -2.41 -0.412
O 2.54467 -2.56678 -8.00765 -0.42 0.25 1.12 -0.496
O 2.44780 0.70670 -0.03256 -2.71 0.18 -1.71 -0.463
O -0.38291 4.25530 5.64512 -0.66 -0.74 -0.73 -0.280
O -0.45910 2.32629 4.46336 -0.64 0.62 0.30 -0.571
O -2.34871 3.19143 5.36540 0.82 -0.25 -0.55 -0.330
O 2.90874 -2.25169 -5.79697 -0.49 -0.14 -0.33 -0.313
O 3.06909 -5.33555 -1.34540 0.39 0.57 0.08 -0.321
N -4.90855 3.06432 0.68144 1.67 -2.88 1.06 -0.608
N -2.78957 1.41828 1.04663 2.46 -1.69 -0.46 0.182
C 2.04237 -1.91785 -4.72371 0.60 0.34 0.79 0.264
C 3.40215 -4.26795 -2.20560 -0.36 -0.40 -0.25 0.454
C -0.20414 1.41395 1.20192 -2.95 -0.67 -1.81 -0.635
C 1.30906 0.25720 -0.78869 0.73 -0.98 -2.57 0.288
C -2.78145 0.70646 -0.22897 3.98 -0.25 0.01 -0.200
C 0.72661 -2.44807 -5.19526 -0.47 0.19 -0.12 0.346
C -1.41320 5.16985 5.97561 0.30 0.76 0.76 0.260
C -1.59465 1.78709 1.77570 2.03 -1.57 -2.82 0.438
C -1.44829 0.28913 -0.88716 -0.09 2.08 3.29 -0.516
C 4.19664 -5.57972 -0.61669 0.49 -1.16 1.56 0.580
C 2.12337 -2.38433 -6.90491 0.91 -0.16 -1.76 0.556
C -1.01137 3.18177 5.10374 0.87 -0.49 0.02 0.724
C -2.58210 4.28012 6.25245 -1.16 0.26 0.50 -0.407
C -0.12050 0.65480 -0.16953 -2.77 0.88 1.84 0.606
C 4.87325 -4.44005 -2.41364 0.86 0.40 -0.46 -0.439
H 3.12203 -3.31847 -1.73832 -0.13 -0.01 -0.15 0.233
H 2.36960 -2.38486 -3.79747 0.04 0.11 -0.30 -0.336
H 5.10567 -5.14167 -3.21977 -0.27 0.05 0.00 0.284
H -1.56453 5.86778 5.14694 0.12 0.05 0.12 0.300
H -4.14736 3.24529 -0.00216 -0.85 0.10 0.50 0.256
H 0.55232 -3.50026 -4.95202 -0.16 0.12 0.05 0.292
H -3.74759 0.44342 -0.77890 1.29 0.64 1.34 0.363
H -3.53534 4.76525 6.03830 0.08 -0.22 -0.15 0.301
H -2.59862 3.91239 7.28190 0.21 0.12 -0.07 0.283
H -3.55347 2.25576 3.69491 -0.92 0.21 0.11 0.334
H -5.83736 0.35570 2.52658 0.29 -0.04 -0.79 0.354
H -1.45217 -0.24798 -1.89081 0.02 0.81 1.58 0.427
H -1.63432 2.37229 2.77230 -0.17 -1.29 -1.94 -0.191
H 2.39112 1.69510 -0.08067 0.31 -0.92 0.30 0.370
H 2.03586 -0.83261 -4.58679 -0.26 -0.07 -0.09 0.325
H 0.73620 1.73192 1.78875 -1.80 -0.70 -1.04 0.421
H 5.37939 -3.49454 -2.61501 0.06 -0.13 0.19 0.273
```
Positions in Å, forces in eV/Å.